Computed, not measured: a structure of composition C15H16N5O4PdS2, with ωB97M-V/def2-TZVPD.

Summary:
Orbital gap = 7.312 eV
Molecular weight = 500.878 g/mol
Calculated total energy = -2079.99697 Eh
Highest occupied orbital energy = -0.4168 hartree

Geometry as ORCA input:
```
! wB97M-V def2-TZVPD RIJCOSX def2/J DEFGRID3
* xyz 1 1
Pd 0.195 -0.540 -0.026
S 3.455 -2.810 2.580
S 2.357 -0.989 0.451
O -0.480 3.201 -3.281
O 1.309 0.462 -1.720
O 0.107 2.212 -0.911
O -0.972 -1.218 -2.118
N -2.142 1.990 -4.260
N -1.976 -0.306 0.501
N -0.754 1.013 -2.631
N 0.964 -2.368 2.259
N -0.049 -1.695 1.619
C -1.317 -0.285 -2.818
C 2.118 -2.061 1.781
C 0.305 1.160 -1.664
C -2.701 0.762 -4.482
C -2.326 -0.353 -3.843
C -1.235 -1.957 1.999
C -2.352 -1.246 1.367
C -4.655 -0.813 0.962
C -4.271 0.178 0.078
C -2.645 3.159 -4.994
C 1.189 2.678 -0.063
C -3.673 -1.530 1.634
C -1.086 2.169 -3.386
C 4.887 -2.230 1.642
C -2.917 0.401 -0.122
H -1.378 -2.691 2.785
H -2.575 1.188 -0.780
H 4.829 -1.159 1.465
H -2.111 4.036 -4.647
H 5.749 -2.439 2.272
H 1.308 3.734 -0.282
H -5.003 0.777 -0.446
H 2.104 2.138 -0.278
H 0.887 2.530 0.969
H 4.980 -2.769 0.703
H -2.472 3.036 -6.062
H -5.703 -1.019 1.137
H -2.770 -1.313 -4.052
H -3.709 3.278 -4.802
H -3.921 -2.308 2.343
H -3.480 0.748 -5.233
*
```